{"formula": "C5H14S", "method": "ωB97M-V with the def2-TZVPD basis set", "homo_lumo_gap_ev": 9.5, "de_lowest_kcal_mol": 11.1, "e_lumo_ev": 0.95, "elements": ["C", "C", "S", "C", "H", "H", "H", "H", "H", "H", "H", "H", "C", "C", "H", "H", "H", "H", "H", "H"], "coordinates": [[0.66741, -2.19226, -2.08756], [0.13434, -1.20916, -1.05987], [-0.31753, -1.94305, 0.51790], [1.17213, -1.64730, 1.50991], [0.97739, -1.64408, -2.96102], [-0.11045, -2.82243, -2.34665], [1.58380, -2.79898, -1.76142], [0.85905, -0.43066, -0.89373], [-0.77007, -0.74260, -1.49295], [1.39804, -0.59663, 1.54295], [1.01563, -1.96189, 2.53473], [1.98042, -2.20164, 1.14695], [-0.72561, 2.10600, 0.12899], [-1.43159, 2.94469, 1.20888], [-1.25616, 2.23462, -0.87138], [0.33416, 2.35724, 0.04764], [-0.80626, 1.04810, 0.32734], [-0.99790, 2.70546, 2.18726], [-2.47796, 2.71067, 1.25909], [-1.22886, 4.08390, 1.06292]], "forces_ev_per_angstrom": [[2.5, 0.3, 1.0], [0.0, -0.1, -0.5], [-0.3, -0.1, 0.6], [-1.1, 0.4, 0.3], [0.1, 0.2, -0.5], [-1.3, -1.6, -0.6], [-1.4, 0.8, -0.2], [0.2, 0.5, 0.2], [0.3, -0.1, 0.4], [0.2, 0.5, -0.1], [-0.4, -0.2, 0.1], [1.3, -0.7, -0.7], [-1.1, 0.6, -1.1], [1.6, 1.4, -0.1], [0.9, 0.1, 1.1], [-0.1, 0.1, -0.2], [0.0, -0.4, 0.3], [-0.1, 0.0, -0.1], [-0.6, 0.2, -0.1], [-0.7, -2.0, 0.1]], "nbo_charge": [-0.605, -0.539, 0.181, -0.732, 0.205, 0.206, 0.204, 0.212, 0.223, 0.211, 0.231, 0.208, -0.613, -0.604, 0.198, 0.201, 0.208, 0.200, 0.206, 0.200]}



{"formula": "CH5N2S2", "method": "ωB97M-V with the def2-TZVPD basis set", "charge": 1, "homo_lumo_gap_ev": 10.5, "de_lowest_kcal_mol": 6.3, "e_lumo_ev": -4.15, "elements": ["N", "C", "N", "S", "S", "H", "H", "H", "H", "H"], "coordinates": [[0.53477, 1.02320, 0.27672], [0.24520, -0.29085, -0.00543], [1.24172, -1.13787, -0.00113], [-1.32818, -1.03022, -0.04282], [-2.54618, 0.52919, -0.05007], [1.43465, 1.13644, 0.69796], [-0.11798, 1.73080, 0.57209], [2.17231, -0.59755, 0.14907], [1.12663, -2.15482, -0.20883], [-2.76294, 0.79169, -1.38758]], "forces_ev_per_angstrom": [[-0.3, -2.1, -0.6], [-0.3, 1.6, 1.6], [2.3, 1.0, -0.1], [0.3, -0.3, -0.7], [-1.2, 1.3, -0.3], [0.5, 0.4, 0.0], [-0.7, -0.3, -0.3], [-1.6, -2.5, -0.5], [0.5, 1.4, 0.3], [0.4, -0.5, 0.6]], "nbo_charge": [-0.749, 0.345, -0.729, 0.274, -0.065, 0.402, 0.448, 0.433, 0.464, 0.176]}



{"formula": "C6H13BrNO", "method": "ωB97M-V with the def2-TZVPD basis set", "charge": 1, "homo_lumo_gap_ev": 8.4, "de_lowest_kcal_mol": 49.6, "e_lumo_ev": -4.01, "elements": ["C", "C", "C", "C", "C", "C", "N", "O", "Br", "H", "H", "H", "H", "H", "H", "H", "H", "H", "H", "H", "H", "H"], "coordinates": [[2.37094, -1.77874, 1.06521], [-2.14055, -0.57218, -1.09322], [-0.15034, 0.54394, -1.95126], [0.04918, 1.72596, 2.00696], [-0.40897, -0.09021, 0.42809], [-0.65309, -0.51396, -0.95315], [-0.15185, 1.14273, 0.69051], [3.31110, -2.63304, 0.83678], [2.83007, -0.07674, 0.60841], [-2.32149, -1.36432, -1.71414], [-2.59617, -0.90238, -0.18757], [-2.47858, 0.44593, -1.49313], [-0.81918, 1.42762, -1.82742], [-0.18097, 0.20634, -2.94905], [0.86322, 0.75284, -1.60970], [-0.43810, 2.60653, 2.07251], [-0.09529, 0.96569, 2.85171], [1.08925, 1.93608, 1.91584], [-0.65031, -0.69950, 1.22847], [-0.20373, -1.43841, -1.09776], [-0.32327, 1.89510, 0.00554], [3.09813, -3.57927, 1.16637]], "forces_ev_per_angstrom": [[-1.4, -2.7, 0.9], [-0.5, 1.9, 0.5], [0.2, 0.2, 2.2], [1.9, -4.1, 0.6], [0.0, 2.5, -1.5], [0.2, 2.5, -0.3], [-2.1, 0.3, 0.3], [0.3, -1.0, 0.4], [1.4, 1.4, -0.7], [-1.0, -1.6, -2.2], [-0.8, 0.3, 0.9], [-0.2, -1.8, 0.8], [0.7, -0.4, -0.5], [0.0, -0.3, -1.1], [0.2, 0.5, -0.7], [-2.0, 2.6, 0.6], [-0.1, 1.3, -1.3], [1.1, 0.5, 0.8], [0.3, -1.5, 1.6], [0.8, -1.9, -0.3], [0.8, -1.0, -0.2], [0.0, 2.2, -0.7]], "nbo_charge": [0.076, -0.583, -0.592, -0.413, 0.356, -0.319, -0.432, -0.638, 0.052, 0.241, 0.219, 0.223, 0.189, 0.251, 0.217, 0.226, 0.239, 0.233, 0.225, 0.252, 0.440, 0.537]}



{"formula": "C3HNO", "method": "ωB97M-V with the def2-TZVPD basis set", "homo_lumo_gap_ev": [7.7, 8.9], "de_lowest_kcal_mol": 112.3, "e_lumo_ev": [-1.99, -0.93], "elements": ["C", "C", "C", "N", "O", "H"], "coordinates": [[-0.08949, 0.17808, -0.35282], [-0.46328, 1.43478, -0.84063], [0.06387, 0.57065, -2.51637], [-0.44133, 1.73934, -2.10777], [0.40134, -0.38031, -1.58358], [0.25563, -0.31890, 0.54404]], "forces_ev_per_angstrom": [[0.9, 1.8, -3.0], [-0.3, -1.5, 4.1], [0.4, -0.1, 1.5], [0.6, -1.6, -2.0], [-1.2, 1.0, -0.4], [-0.5, 0.4, -0.1]], "nbo_charge": [-0.108, 0.269, 0.598, -0.549, -0.448, 0.238]}



{"formula": "C23H40BCrN8OS3", "method": "ωB97M-V with the def2-TZVPD basis set", "charge": 1, "s2": 6.028, "homo_lumo_gap_ev": [8.0, 7.7], "spin_multiplicity": 5, "e_lumo_ev": [-1.90, -2.45], "elements": ["Cr", "C", "C", "C", "C", "N", "C", "C", "N", "B", "N", "C", "C", "N", "C", "S", "C", "C", "C", "C", "N", "C", "C", "N", "C", "S", "C", "C", "C", "C", "C", "S", "H", "H", "H", "H", "H", "H", "H", "H", "H", "H", "H", "H", "H", "H", "H", "H", "H", "H", "H", "H", "H", "H", "H", "H", "H", "H", "H", "H", "H", "H", "H", "H", "H", "H", "C", "N", "C", "N", "O", "H", "H", "H", "H", "H", "H"], "coordinates": [[0.31688, -0.90193, 0.16316], [1.61145, -4.26097, -2.88730], [2.22962, -3.85155, -1.54946], [3.56056, -4.58146, -1.37023], [1.29987, -4.19680, -0.37891], [2.45882, -2.39884, -1.52151], [3.62172, -1.79102, -1.11178], [3.36749, -0.48813, -0.89160], [2.03081, -0.23518, -1.14032], [1.62109, 1.26727, -1.23404], [0.27444, 1.44039, -1.93895], [0.19389, 1.64974, -3.29134], [-1.10144, 1.82359, -3.61901], [-1.84673, 1.72356, -2.46722], [-0.98548, 1.47706, -1.44782], [-1.35373, 1.20323, 0.18320], [-3.27582, 2.05611, -2.36190], [-4.03059, 0.95863, -1.60465], [-3.89085, 2.18330, -3.75489], [-3.35933, 3.39920, -1.63099], [1.59492, 1.88185, 0.19993], [1.50379, 3.24159, 0.34354], [1.56534, 3.54125, 1.65963], [1.70460, 2.36518, 2.34996], [1.71150, 1.36196, 1.44345], [1.85580, -0.29515, 1.84240], [1.82577, 2.22236, 3.81227], [0.65313, 1.38948, 4.34039], [3.17600, 1.57344, 4.12844], [1.77668, 3.60178, 4.46672], [1.48113, -1.43620, -1.53671], [-0.11722, -1.59297, -2.14293], [1.54092, -5.34406, -2.94200], [0.61587, -3.84520, -3.00798], [2.23039, -3.91033, -3.70935], [3.38682, -5.65142, -1.43170], [4.26233, -4.31316, -2.15594], [4.00181, -4.37909, -0.39764], [1.18177, -5.27418, -0.31264], [1.71848, -3.83600, 0.56066], [0.31270, -3.75232, -0.51227], [4.54599, -2.31635, -1.02083], [4.03795, 0.29065, -0.58782], [2.45177, 1.84826, -1.86175], [1.06989, 1.65234, -3.90409], [-1.52975, 2.00483, -4.57771], [-3.93127, 0.00776, -2.12585], [-3.65279, 0.85747, -0.59203], [-5.08422, 1.22180, -1.55392], [-3.76021, 1.26639, -4.32454], [-4.95610, 2.36958, -3.65251], [-3.46464, 3.01491, -4.30759], [-2.94369, 3.30635, -0.63148], [-2.79924, 4.15511, -2.17881], [-4.39091, 3.72530, -1.54427], [1.40685, 3.88303, -0.50772], [1.51296, 4.49737, 2.12881], [0.68633, 0.36699, 3.97463], [0.68803, 1.36515, 5.42625], [-0.29097, 1.83395, 4.03278], [3.25268, 0.58247, 3.69292], [3.98325, 2.18637, 3.73469], [3.30338, 1.48156, 5.20287], [0.82709, 4.09553, 4.27810], [1.87918, 3.48262, 5.54137], [2.59567, 4.22899, 4.12562], [-4.29994, -2.78202, 2.49540], [-2.89965, -2.43381, 2.41521], [-2.26199, -2.00578, 1.31491], [-2.95273, -1.86029, 0.16948], [-1.02985, -1.79582, 1.36748], [-4.49770, -3.19894, 3.47753], [-4.55934, -3.53208, 1.74615], [-4.93210, -1.90253, 2.36287], [-2.31462, -2.55745, 3.22676], [-3.95540, -1.87149, 0.14659], [-2.45911, -1.49324, -0.63215]], "forces_ev_per_angstrom": [[-1.3, 0.3, 1.2], [0.0, 0.1, 0.0], [-0.3, -0.8, 0.0], [-0.1, 0.2, 0.0], [0.0, 0.1, -0.1], [-0.2, 1.1, 0.5], [0.1, 0.4, 0.0], [0.4, -0.3, 0.1], [0.5, -0.9, -0.5], [-0.6, 0.2, 0.2], [-0.4, 0.4, -0.1], [-0.2, 0.1, -0.4], [0.6, 0.0, -0.4], [0.7, -0.3, 0.1], [0.0, 0.1, 0.4], [0.1, -0.3, 0.6], [-0.7, 0.2, 0.3], [0.1, 0.2, 0.1], [0.2, 0.0, 0.1], [0.0, -0.2, 0.0], [0.5, 0.0, 0.5], [0.0, 0.3, 0.3], [-0.1, 0.4, -0.6], [-0.1, -0.2, -0.7], [0.2, -0.1, -0.2], [-0.1, -0.7, 0.2], [0.0, -0.2, 0.7], [0.0, 0.0, 0.0], [-0.1, 0.0, -0.1], [0.0, -0.1, -0.2], [0.5, -0.3, -1.8], [-0.2, 0.0, 0.4], [0.0, -0.1, 0.0], [0.0, -0.1, 0.0], [0.1, 0.0, -0.1], [-0.1, -0.1, 0.0], [0.1, 0.0, -0.1], [0.1, 0.0, 0.1], [0.0, -0.1, 0.0], [0.1, 0.0, 0.1], [0.0, -0.1, 0.0], [0.2, -0.1, 0.0], [0.0, 0.1, 0.1], [0.1, 0.0, -0.2], [0.2, 0.0, -0.2], [-0.1, 0.1, -0.2], [0.0, -0.1, -0.1], [-0.1, 0.0, 0.0], [-0.1, 0.0, -0.1], [0.0, -0.1, -0.1], [-0.1, 0.0, 0.1], [0.0, 0.1, -0.1], [0.0, 0.0, 0.1], [0.0, 0.1, 0.0], [-0.2, 0.0, 0.0], [0.0, 0.2, -0.1], [0.0, 0.2, 0.2], [0.0, 0.1, 0.0], [0.0, 0.1, 0.1], [-0.1, 0.1, 0.0], [0.0, 0.0, 0.1], [0.1, 0.1, 0.0], [0.0, 0.0, 0.1], [-0.1, 0.1, 0.0], [0.0, -0.1, 0.1], [0.1, 0.1, 0.0], [-0.1, 0.0, -0.2], [0.2, 0.0, 0.1], [-0.2, -0.2, -0.2], [0.0, -0.1, 0.1], [0.4, -0.1, 0.0], [0.0, 0.0, 0.0], [0.0, 0.0, 0.0], [-0.1, 0.0, 0.0], [0.0, 0.1, -0.1], [-0.1, 0.0, 0.0], [0.0, 0.1, 0.2]], "lowdin_spin": [3.662, 0.002, 0.004, 0.000, 0.011, 0.049, -0.003, 0.024, 0.015, 0.015, 0.005, 0.002, 0.004, 0.003, 0.009, 0.038, 0.000, 0.001, 0.000, 0.001, 0.005, 0.000, 0.001, 0.000, 0.011, 0.023, 0.000, 0.001, -0.001, 0.000, 0.019, 0.028, 0.000, 0.001, 0.000, 0.000, 0.000, 0.000, 0.001, 0.003, 0.003, -0.001, 0.002, 0.002, 0.000, 0.000, 0.000, 0.001, 0.000, 0.000, 0.000, 0.000, 0.001, 0.000, 0.000, 0.000, 0.000, 0.001, 0.000, 0.000, -0.001, 0.000, 0.000, 0.000, 0.000, 0.000, 0.000, 0.004, 0.009, 0.004, 0.038, 0.000, 0.000, 0.000, 0.000, 0.000, 0.001]}



{"formula": "C5H10N2O", "method": "ωB97M-V with the def2-TZVPD basis set", "homo_lumo_gap_ev": [8.0, 8.0], "de_lowest_kcal_mol": 137.9, "e_lumo_ev": [0.15, 0.15], "elements": ["C", "C", "C", "N", "C", "C", "N", "O", "H", "H", "H", "H", "H", "H", "H", "H", "H", "H"], "coordinates": [[0.21673, 0.01121, 0.11631], [0.75046, -1.07955, 1.05394], [1.00134, 1.30922, -0.02990], [-0.98292, -0.22668, -0.66555], [-1.07113, 0.68394, 1.69140], [-0.57861, -0.68336, -1.86802], [-1.17768, -0.82748, -2.94439], [-0.97695, 1.74346, 2.21577], [-1.86946, 0.23157, -0.48000], [-0.70081, -1.24553, -3.73162], [-1.62962, -0.16682, 2.17116], [0.71288, -0.58129, -1.14528], [0.86869, 1.99333, 0.80765], [-0.00224, -1.85346, 1.19713], [1.03663, -0.67604, 2.02705], [1.63031, -1.55501, 0.61687], [2.06662, 1.08336, -0.09676], [0.70578, 1.83911, -0.93575]], "forces_ev_per_angstrom": [[-3.0, 2.2, 4.1], [0.1, -0.1, -0.7], [0.1, -0.4, -0.4], [-0.2, 0.1, 0.5], [1.5, -0.3, -0.4], [2.3, 0.4, 0.9], [-0.1, -0.2, -0.1], [-0.1, -0.3, -0.5], [0.1, -0.1, -0.1], [0.2, 0.1, 0.2], [-0.1, 0.1, -0.3], [-0.9, -1.3, -3.2], [-0.2, -0.1, 0.2], [0.0, 0.0, 0.0], [0.0, 0.1, -0.1], [0.1, -0.1, 0.1], [0.1, 0.0, -0.1], [0.0, -0.1, 0.0]], "nbo_charge": [0.025, -0.644, -0.657, -0.682, 0.400, 0.427, -0.722, -0.514, 0.398, 0.380, 0.111, 0.133, 0.238, 0.228, 0.223, 0.217, 0.213, 0.227]}